No. 1
The following is a quantum chemistry calculation of C30H65BBeBrCl2F3LiN6O14P2S as an isolated structure at a distorted geometry, from the OMol25 dataset.

Cartesian coordinates (Å):
1 C -4.588 1.853 -2.948
2 C -3.315 0.802 -2.642
3 O -2.173 1.441 -2.407
4 O -3.631 -0.586 -2.771
5 C -3.183 -1.513 -1.747
6 N -2.147 -1.109 -0.781
7 C -0.760 -1.747 -1.035
8 N -0.138 -1.691 -2.290
9 N -0.656 -0.999 -3.395
10 C 1.174 -2.373 -2.652
11 B 2.461 -1.341 -2.782
12 O 3.638 -1.427 -1.855
13 O 2.474 -0.261 -3.830
14 N -0.066 -2.450 0.149
15 C 1.222 -1.986 0.547
16 C 1.787 -1.861 2.052
17 O 3.080 -1.103 1.976
18 C 3.129 -0.051 3.002
19 O 3.654 -0.276 4.210
20 C -0.911 -3.426 0.848
21 C -0.216 -4.436 1.929
22 C 1.094 -5.277 1.465
23 N 1.574 -5.174 0.058
24 C -1.467 -4.400 -0.394
25 C -1.831 -5.940 -0.025
26 O -2.556 -6.495 -1.218
27 C -3.723 -7.286 -0.797
28 O -3.702 -8.374 -0.013
29 C -2.135 -2.476 1.504
30 Cl -1.631 -1.868 3.235
31 P -3.592 -3.626 1.951
32 S -4.784 -4.233 0.565
33 C -2.491 -1.107 0.686
34 C -1.993 0.337 1.214
35 C -0.504 0.900 1.020
36 C -0.556 2.433 1.718
37 F -0.034 1.191 -0.348
38 P -4.383 -0.849 1.096
39 C -5.269 0.411 0.034
40 C -4.744 -0.389 2.873
41 H -5.630 1.279 -2.879
42 H -4.628 2.665 -2.081
43 H -4.517 2.340 -4.010
44 H -4.136 -2.091 -1.358
45 H -2.660 -2.382 -2.397
46 H -0.162 -0.097 -3.558
47 H -0.709 -1.600 -4.244
48 H 1.405 -3.330 -1.976
49 H 1.022 -2.824 -3.747
50 H 4.361 -1.850 -2.429
51 H 2.847 -0.715 -4.646
52 H 2.066 -2.612 -0.031
53 H 1.386 -0.894 0.073
54 H 2.090 -2.905 2.545
55 H 1.119 -1.307 2.834
56 H 2.725 1.022 2.670
57 H 0.185 -3.893 2.921
58 H -0.964 -5.224 2.429
59 H 0.865 -6.435 1.659
60 H 2.042 -5.062 2.160
61 H 1.235 -6.053 -0.434
62 H 2.615 -5.269 0.073
63 H -2.394 -3.981 -0.951
64 H -0.613 -4.490 -1.227
65 H -0.917 -6.664 0.132
66 H -2.556 -6.105 0.876
67 H -4.775 -6.950 -1.247
68 H -3.081 -4.859 2.576
69 H -4.455 -3.107 3.025
70 H -2.655 1.111 0.574
71 H -2.291 0.646 2.324
72 H 0.240 0.341 1.716
73 H 0.481 2.919 1.469
74 H -1.386 3.020 1.137
75 H -0.754 2.374 2.878
76 H -4.711 1.445 -0.157
77 H -5.557 -0.082 -1.001
78 H -6.307 0.719 0.533
79 H -5.423 -1.199 3.427
80 H -3.855 -0.168 3.593
81 H -5.415 0.600 2.877
82 C 6.266 1.490 3.221
83 C 7.349 0.849 2.416
84 O 8.110 1.951 1.959
85 C 7.886 2.977 2.832
86 O 8.511 4.024 2.839
87 O 6.871 2.678 3.695
88 H 5.940 0.862 4.054
89 H 5.394 1.755 2.613
90 H 7.992 0.201 3.020
91 H 6.957 0.274 1.573
92 F 0.336 -0.190 -5.481
93 F 4.043 -5.094 2.365
94 C 1.059 6.405 -0.913
95 N 2.462 6.664 -0.360
96 C 2.544 8.134 0.048
97 C 3.490 6.398 -1.446
98 C 2.733 5.804 0.904
99 C 2.726 4.285 0.662
100 O 1.466 3.849 0.172
101 H 0.816 7.206 -1.618
102 H 1.052 5.456 -1.453
103 H 0.349 6.406 -0.081
104 H 2.359 8.753 -0.837
105 H 3.544 8.329 0.444
106 H 1.782 8.325 0.811
107 H 3.385 5.368 -1.794
108 H 4.486 6.565 -1.028
109 H 3.303 7.087 -2.276
110 H 1.957 6.075 1.628
111 H 3.710 6.116 1.294
112 H 2.915 3.769 1.611
113 H 3.506 3.986 -0.043
114 H 1.535 2.890 -0.015
115 Be -6.275 -8.029 -1.789
116 Br 0.147 3.891 3.623
117 Cl 1.446 2.319 -1.657
118 C -3.322 4.956 -6.144
119 O -3.623 4.846 -4.765
120 H -4.139 5.481 -6.645
121 H -2.396 5.522 -6.272
122 H -3.214 3.958 -6.575
123 H -2.880 4.378 -4.347
124 O -1.913 -5.327 4.193
125 H -1.510 -5.762 4.959
126 H -2.034 -4.410 4.481
127 Li -1.363 -3.039 -4.206

The frontier orbital gap comes out at 1.570 eV. As for the lowest unoccupied orbital energy: -7.594 eV. The calculated total energy is -203669.0982 eV. As for the molecular weight: 1062.46 g mol⁻¹. As for the charge: +1. The multiplicity is 1.

Löwdin atomic charge list, values in e, 6 entries:
1. C -0.02
2. C -0.31
3. O -0.02
4. O -0.07
5. C -0.20
6. N 0.04

---

No. 2
The following is a quantum chemistry calculation of a 5-piece molecular cluster, C30H65BClN2O8S4 overall at a distorted geometry, from the OMol25 dataset.

Cartesian coordinates (Å):
1 C -1.586 6.823 -1.726
2 C -2.758 5.674 -1.795
3 C -2.156 4.127 -1.716
4 C -3.494 3.161 -1.437
5 N -3.223 1.871 -0.775
6 B -2.645 0.747 -1.640
7 C -3.170 0.724 -3.192
8 C -2.363 1.678 -4.246
9 N -2.330 1.118 -5.684
10 C -1.031 0.863 -1.421
11 C -0.070 -0.338 -1.901
12 C -0.241 -0.896 -3.423
13 Cl 1.692 0.355 -1.825
14 C -3.350 -0.591 -0.910
15 C -4.993 -0.532 -0.891
16 C -2.946 -2.037 -1.512
17 C -3.859 -3.159 -0.664
18 C -3.130 -4.662 -0.707
19 H -0.741 6.548 -0.953
20 H -1.144 7.111 -2.797
21 H -2.096 7.815 -1.312
22 H -3.523 5.898 -0.934
23 H -3.336 5.831 -2.819
24 H -1.644 3.915 -2.745
25 H -1.382 4.045 -0.812
26 H -4.121 3.814 -0.653
27 H -4.161 3.163 -2.399
28 H -2.777 1.928 0.160
29 H -4.293 1.130 -3.172
30 H -3.238 -0.337 -3.691
31 H -1.251 1.914 -3.980
32 H -2.973 2.699 -4.344
33 H -2.918 0.260 -5.762
34 H -1.321 0.803 -5.809
35 H -0.853 1.006 -0.250
36 H -0.586 1.860 -1.906
37 H -0.062 -1.186 -1.060
38 H 0.641 -1.678 -3.599
39 H -1.254 -1.439 -3.654
40 H -0.021 -0.017 -4.200
41 H -2.999 -0.545 0.228
42 H -5.463 0.531 -0.991
43 H -5.504 -1.192 -1.744
44 H -5.322 -0.937 0.183
45 H -1.845 -2.394 -1.351
46 H -3.211 -2.235 -2.636
47 H -4.890 -3.301 -1.229
48 H -4.008 -2.851 0.463
49 H -2.607 -4.801 0.349
50 H -3.963 -5.502 -0.846
51 H -2.368 -4.643 -1.596
52 C -3.226 -0.378 5.515
53 C -1.867 -0.723 4.908
54 C -2.112 -1.203 3.478
55 S -3.609 -0.395 2.930
56 O -4.628 -1.404 2.725
57 O -3.277 0.589 1.919
58 C -3.950 0.448 4.462
59 H -3.122 0.172 6.455
60 H -3.784 -1.299 5.720
61 H -1.235 0.173 4.893
62 H -1.343 -1.484 5.495
63 H -1.288 -0.928 2.815
64 H -2.277 -2.283 3.441
65 H -5.028 0.504 4.626
66 H -3.527 1.455 4.391
67 C 5.388 -3.084 -2.246
68 C 5.046 -4.562 -2.428
69 C 4.534 -5.082 -1.086
70 S 3.814 -3.679 -0.247
71 O 4.605 -3.391 0.931
72 O 2.375 -3.842 -0.194
73 C 4.210 -2.476 -1.501
74 H 5.558 -2.585 -3.205
75 H 6.302 -2.987 -1.647
76 H 4.260 -4.663 -3.187
77 H 5.911 -5.138 -2.772
78 H 3.774 -5.856 -1.218
79 H 5.351 -5.464 -0.467
80 H 4.443 -1.516 -1.037
81 H 3.339 -2.376 -2.156
82 C 4.954 -6.133 3.472
83 C 3.650 -6.710 4.020
84 C 2.984 -7.493 2.889
85 S 4.305 -8.056 1.826
86 O 4.174 -7.400 0.542
87 O 4.439 -9.493 1.953
88 C 5.629 -7.274 2.726
89 H 5.592 -5.741 4.270
90 H 4.733 -5.311 2.780
91 H 3.872 -7.385 4.855
92 H 2.988 -5.925 4.400
93 H 2.430 -8.355 3.268
94 H 2.321 -6.855 2.297
95 H 6.404 -6.937 2.035
96 H 6.041 -8.011 3.423
97 C 3.581 7.860 1.247
98 C 3.125 9.089 2.032
99 C 2.170 9.877 1.137
100 S 1.414 8.685 0.042
101 O 1.841 8.967 -1.312
102 O 0.017 8.529 0.398
103 C 2.319 7.269 0.637
104 H 4.094 7.137 1.887
105 H 4.275 8.164 0.454
106 H 2.600 8.768 2.940
107 H 3.973 9.707 2.344
108 H 1.393 10.378 1.720
109 H 2.706 10.607 0.524
110 H 2.521 6.582 -0.187
111 H 1.707 6.776 1.398

The frontier orbital gap comes out at 5.282 eV. As for the lowest unoccupied orbital energy: 1.867 eV. The calculated total energy is -108058.7494 eV. As for the molecular weight: 756.39 g mol⁻¹. As for the charge: -1. The multiplicity is 1.

Löwdin atomic charge list, values in e, 6 entries:
1. C -0.17
2. C -0.28
3. C -0.19
4. C -0.24
5. N -0.02
6. B -0.87

---

No. 3
The following is a quantum chemistry calculation of a 18-piece molecular cluster, C30H66B2Br4F6NO29S2 overall at a distorted geometry, from the OMol25 dataset.

Cartesian coordinates (Å):
1 C 31.302 -12.287 47.537
2 F 31.940 -11.124 47.406
3 F 30.590 -12.274 48.618
4 F 30.455 -12.628 46.533
5 S 32.742 -13.645 47.676
6 O 33.861 -12.919 48.241
7 O 32.251 -14.740 48.493
8 N 33.124 -13.964 45.993
9 S 33.136 -15.517 45.989
10 O 34.237 -16.124 46.733
11 O 31.837 -16.112 46.188
12 C 33.542 -15.832 44.089
13 F 32.657 -15.280 43.301
14 F 34.679 -15.273 43.809
15 F 33.649 -17.092 43.842
16 B 36.086 -11.157 40.512
17 H 35.110 -11.175 40.971
18 H 36.500 -10.161 40.525
19 H 36.667 -11.765 41.188
20 H 36.158 -11.565 39.516
21 B 35.216 -8.206 45.993
22 H 36.190 -8.168 45.529
23 H 35.237 -7.630 46.905
24 H 34.519 -7.840 45.256
25 H 34.905 -9.224 46.164
26 Br 36.819 -19.381 38.673
27 C 37.236 -17.461 38.121
28 C 38.287 -17.445 37.094
29 Br 38.720 -15.537 36.633
30 H 37.393 -16.836 39.000
31 H 36.290 -17.184 37.656
32 H 38.002 -18.035 36.223
33 H 39.160 -17.974 37.477
34 Br 26.732 -19.749 44.333
35 C 27.932 -21.168 43.657
36 C 29.349 -20.501 43.668
37 Br 30.674 -21.875 43.053
38 H 27.651 -21.503 42.659
39 H 27.876 -22.073 44.262
40 H 29.584 -20.236 44.698
41 H 29.502 -19.582 43.103
42 C 30.474 -6.906 53.044
43 C 31.077 -7.637 51.809
44 C 32.235 -6.961 51.122
45 O 33.369 -7.578 51.698
46 C 33.060 -8.633 52.358
47 O 33.890 -9.354 52.925
48 O 31.720 -8.810 52.298
49 H 29.562 -7.465 53.253
50 H 30.197 -5.895 52.744
51 H 31.078 -6.828 53.948
52 H 30.211 -7.828 51.176
53 H 32.225 -5.892 51.334
54 H 32.309 -7.154 50.052
55 C 27.933 -15.281 39.246
56 C 26.824 -16.173 39.914
57 C 25.356 -15.974 39.512
58 O 24.825 -17.233 39.245
59 C 25.822 -18.122 39.169
60 O 25.647 -19.315 39.130
61 O 26.994 -17.455 39.332
62 H 27.804 -14.294 39.688
63 H 27.912 -15.171 38.162
64 H 28.910 -15.604 39.605
65 H 26.818 -16.384 40.984
66 H 25.344 -15.319 38.641
67 H 24.812 -15.617 40.386
68 C 35.111 -15.566 55.764
69 C 35.497 -14.766 54.509
70 C 36.812 -14.190 54.535
71 O 37.389 -14.486 53.272
72 C 36.625 -15.433 52.687
73 O 36.750 -15.948 51.601
74 O 35.624 -15.702 53.488
75 H 34.178 -16.062 55.496
76 H 34.957 -15.021 56.696
77 H 35.778 -16.383 56.038
78 H 34.753 -14.060 54.142
79 H 37.504 -14.682 55.219
80 H 36.813 -13.115 54.715
81 C 35.121 -21.182 50.195
82 C 34.830 -20.537 51.532
83 C 33.919 -21.285 52.492
84 O 34.775 -21.367 53.644
85 C 35.881 -20.657 53.521
86 O 36.731 -20.423 54.380
87 O 36.070 -20.367 52.298
88 H 34.131 -21.309 49.758
89 H 35.484 -22.204 50.301
90 H 35.815 -20.672 49.527
91 H 34.366 -19.587 51.265
92 H 33.754 -22.293 52.111
93 H 32.960 -20.861 52.788
94 C 29.426 -12.952 54.441
95 C 30.442 -12.489 55.522
96 C 29.916 -11.326 56.310
97 O 30.261 -11.743 57.625
98 C 30.656 -13.033 57.692
99 O 30.906 -13.638 58.697
100 O 30.586 -13.537 56.459
101 H 29.212 -12.131 53.756
102 H 28.447 -13.258 54.811
103 H 29.743 -13.741 53.758
104 H 31.379 -12.182 55.058
105 H 28.831 -11.218 56.289
106 H 30.454 -10.423 56.023
107 C 25.786 -15.616 48.246
108 C 24.445 -15.189 48.849
109 C 23.585 -14.179 48.085
110 O 22.394 -14.847 47.666
111 C 22.439 -16.071 48.128
112 O 21.497 -16.822 48.154
113 O 23.626 -16.382 48.594
114 H 25.724 -15.696 47.160
115 H 26.041 -16.598 48.644
116 H 26.620 -14.948 48.461
117 H 24.674 -14.954 49.888
118 H 24.146 -13.802 47.229
119 H 23.433 -13.239 48.617
120 O 36.353 -21.713 43.693
121 H 35.764 -21.005 43.431
122 H 37.199 -21.286 43.824
123 O 30.437 -18.283 50.001
124 H 31.010 -17.519 49.940
125 H 30.091 -18.395 49.116
126 O 36.285 -12.223 44.933
127 H 37.074 -12.765 44.917
128 H 35.601 -12.805 45.266
129 O 29.195 -8.924 43.892
130 H 29.126 -8.025 44.212
131 H 28.289 -9.198 43.747
132 O 38.899 -16.866 47.105
133 H 37.980 -16.640 47.249
134 H 39.381 -16.310 47.717
135 O 32.569 -10.826 43.995
136 H 32.534 -11.595 44.565
137 H 31.662 -10.526 43.941
138 O 37.157 -9.849 49.473
139 H 36.547 -9.133 49.295
140 H 36.619 -10.639 49.432

The frontier orbital gap comes out at 3.667 eV. As for the lowest unoccupied orbital energy: 3.591 eV. The calculated total energy is -412536.4677 eV. As for the molecular weight: 1424.20 g mol⁻¹. As for the charge: -3. The multiplicity is 1.

Löwdin atomic charge list, values in e, 6 entries:
1. C -0.65
2. F 0.15
3. F 0.15
4. F 0.10
5. S 0.68
6. O -0.31

---

> Which of these has the highest lowest unoccupied orbital energy?

C30H66B2Br4F6NO29S2